1.
{
  "formula": "C27H23BBrCuN4O4",
  "method": "the ωB97M-V functional and the def2-TZVPD basis",
  "e_lumo_ev": -1.152,
  "de_lowest_kj_mol": 31.73,
  "charge": 0,
  "spin_multiplicity": 1,
  "homo_ev": -6.7,
  "total_energy_ev": -157881.0493,
  "symbols": ["Br", "Cu", "O", "O", "O", "O", "N", "N", "N", "N", "C", "C", "C", "C", "C", "C", "C", "C", "C", "C", "C", "C", "C", "C", "C", "C", "C", "C", "C", "C", "C", "C", "C", "C", "C", "C", "C", "B", "H", "H", "H", "H", "H", "H", "H", "H", "H", "H", "H", "H", "H", "H", "H", "H", "H", "H", "H", "H", "H", "H", "H"],
  "coordinates": [[8.7522, -1.2112, -1.1143], [2.0200, -0.6128, -0.6461], [1.9361, 5.1212, 4.3948], [1.8840, 5.8816, 2.3899], [-0.7853, 0.1277, -0.2139], [-0.8345, -1.7735, -1.5009], [4.1086, -1.0488, -1.1246], [1.9591, 4.9763, 3.1952], [2.4063, -0.4142, 1.5209], [2.3152, 1.4977, -0.3952], [4.8325, -0.2234, -1.8788], [4.7702, -1.9429, -0.3895], [-4.4526, -0.2133, -0.4391], [-6.6392, -0.9100, -2.4439], [-3.2500, 0.3754, -0.0416], [1.9860, 4.2016, 0.1893], [6.2173, -0.2296, -1.9150], [-2.1153, -1.3678, -1.2280], [2.1797, -1.0720, 3.8227], [2.1083, 3.2753, 1.2448], [2.2636, 1.9222, 0.8909], [2.1078, 0.2322, 4.2224], [6.1512, -2.0364, -0.3488], [2.3017, 0.8799, 1.9143], [2.0074, 3.7548, -1.1004], [2.0502, 3.5707, 2.6672], [2.0626, 2.6251, 3.6036], [6.8749, -1.1524, -1.1256], [2.1715, 2.3924, -1.3505], [2.3293, -1.3418, 2.4575], [-5.7177, -3.2126, -2.4725], [-4.4981, -1.3682, -1.2252], [-6.6590, -2.3000, -0.3662], [-3.2926, -1.9582, -1.6280], [-2.0879, -0.2308, -0.4570], [-5.8589, -1.9479, -1.6268], [2.1634, 1.2385, 3.2507], [0.0433, -0.8461, -0.8723], [-3.2330, 1.2703, 0.5674], [-5.1812, -3.0207, -3.4043], [-6.8605, -1.4155, 0.2403], [1.9986, 0.4983, 5.2671], [6.6372, -2.7785, 0.2675], [-6.7097, -3.5891, -2.7324], [-7.6197, -2.7474, -0.6362], [2.3817, -2.3682, 2.1114], [-6.1112, -3.0135, 0.2535], [4.1611, -2.6215, 0.1953], [1.9927, 2.9127, 4.6439], [-5.3797, 0.2497, -0.1229], [1.8917, 4.4467, -1.9234], [-6.8384, -0.0103, -1.8591], [2.1729, 2.0090, -2.3647], [4.2768, 0.4828, -2.4849], [-6.0772, -0.6142, -3.3326], [1.8641, 5.2493, 0.3977], [6.7561, 0.4656, -2.5419], [-3.2625, -2.8534, -2.2331], [2.1213, -1.8858, 4.5318], [-5.1925, -4.0043, -1.9334], [-7.5999, -1.3209, -2.7670]],
  "atomic_forces_ev_per_a": [[0.2, 0.0, 0.0], [-0.1, -0.4, -0.2], [0.1, 0.1, 0.1], [0.1, 0.1, 0.1], [-0.2, -0.2, -0.1], [-0.1, 0.2, 0.1], [-0.1, 0.0, 0.1], [-0.2, -0.5, -0.4], [0.0, 0.4, 0.3], [0.0, 0.5, 0.4], [0.0, 0.1, -0.1], [-0.1, -0.1, 0.0], [0.1, 0.0, 0.0], [0.0, 0.0, 0.0], [-0.2, 0.0, 0.0], [0.0, 0.1, 0.2], [-0.1, 0.0, 0.0], [0.2, -0.4, -0.2], [0.0, -0.1, 0.0], [0.0, 0.1, 0.1], [0.0, -0.4, -0.1], [0.0, 0.0, 0.2], [-0.1, 0.0, 0.0], [0.0, -0.1, -0.5], [0.0, -0.1, -0.2], [0.0, 0.9, -0.4], [0.0, -0.7, 0.4], [0.0, 0.0, 0.0], [0.1, -0.1, -0.1], [0.1, 0.0, -0.2], [0.0, -0.1, 0.0], [0.0, 0.0, 0.0], [0.0, 0.0, 0.0], [-0.2, 0.0, 0.0], [0.3, 0.4, 0.3], [0.1, 0.0, 0.0], [-0.1, 0.4, 0.3], [0.1, 0.0, 0.0], [0.0, 0.0, 0.0], [0.0, 0.0, 0.0], [0.0, 0.0, 0.0], [0.0, 0.0, 0.0], [0.0, 0.0, 0.0], [0.0, 0.0, 0.0], [0.0, 0.0, 0.0], [0.0, 0.0, 0.0], [0.0, 0.0, 0.0], [0.0, 0.0, 0.0], [0.0, 0.0, 0.0], [0.0, 0.0, 0.0], [0.0, 0.0, 0.0], [0.0, 0.0, 0.0], [0.0, 0.0, 0.0], [0.0, 0.0, 0.0], [0.0, 0.0, 0.0], [0.0, 0.0, 0.0], [0.0, 0.0, 0.0], [0.0, 0.0, 0.0], [0.0, 0.0, 0.0], [0.0, 0.0, 0.0], [0.0, 0.0, 0.0]],
  "nbo_charge": [0.0927, 0.5895, -0.3671, -0.3776, -0.7004, -0.6937, -0.4818, 0.5408, -0.4666, -0.4991, 0.0647, 0.0670, -0.2394, -0.5984, -0.2360, -0.1330, -0.2732, 0.2952, -0.2493, -0.1155, 0.2517, -0.1480, -0.2823, 0.1483, -0.2437, 0.0384, -0.1476, -0.0515, 0.0746, 0.0829, -0.6087, -0.0174, -0.5984, -0.2804, 0.2065, -0.0607, -0.0302, 0.4498, 0.2149, 0.2101, 0.2059, 0.2242, 0.2389, 0.2077, 0.2017, 0.2041, 0.2113, 0.2063, 0.2549, 0.2039, 0.2291, 0.2061, 0.2056, 0.2053, 0.2117, 0.2556, 0.2380, 0.2205, 0.2305, 0.2097, 0.2016]
}


2.
{
  "formula": "C24H30N4O4",
  "method": "the ωB97M-V functional and the def2-TZVPD basis",
  "e_lumo_ev": 0.544,
  "de_lowest_kj_mol": 280.24,
  "smiles": "CCOc1ccc([C@@H]2C(C#N)=C(N)Oc3cc(C)n(CCN(C)C)c(=O)c32)cc1OCC",
  "charge": 0,
  "spin_multiplicity": 1,
  "homo_ev": -7.8,
  "total_energy_ev": -39524.8862,
  "symbols": ["O", "O", "O", "O", "N", "N", "N", "N", "C", "C", "C", "C", "C", "C", "C", "C", "C", "C", "C", "C", "C", "C", "C", "C", "C", "C", "C", "C", "C", "C", "C", "C", "H", "H", "H", "H", "H", "H", "H", "H", "H", "H", "H", "H", "H", "H", "H", "H", "H", "H", "H", "H", "H", "H", "H", "H", "H", "H", "H", "H", "H", "H"],
  "coordinates": [[-0.3874, 4.2659, -0.8537], [-3.4414, -2.2430, -1.8959], [0.9107, 0.4338, 1.6344], [-2.3650, -2.6416, 0.7141], [4.3971, -1.6368, -0.2156], [-2.1843, 5.5652, -0.4321], [-4.2221, 3.8155, 1.9163], [2.3923, 1.4506, 0.2484], [-5.4412, -2.7460, -0.5765], [3.3377, 0.4200, 0.6355], [-4.2109, -3.2762, -1.3042], [-2.3930, -1.3834, 0.1747], [-2.9381, -1.2358, -1.1162], [-2.3788, 1.1189, -1.0698], [-3.2205, 3.6484, 1.3756], [1.7777, 3.3428, -1.0151], [-0.1539, -2.8115, 1.7722], [4.5457, -2.2906, 1.0706], [4.0836, 2.4465, -1.2439], [-2.9137, 0.0194, -1.7117], [2.7062, 2.4091, -0.6608], [-1.8977, 0.9895, 0.2220], [-2.0070, 3.4502, 0.7106], [4.4091, -2.6096, -1.2902], [-1.5631, 4.3754, -0.1721], [3.2013, -0.8145, -0.2683], [0.1479, 2.3072, 0.4281], [-1.6710, -2.8787, 1.9238], [-1.2597, 2.1592, 0.9486], [1.1211, 1.3314, 0.8299], [0.4818, 3.2865, -0.4585], [-1.9206, -0.2559, 0.8309], [3.0708, -0.4798, -1.3018], [2.2948, -1.3726, 0.0189], [4.6502, -1.5417, 1.8518], [-5.1441, -2.1455, 0.2801], [-1.9719, -3.8956, 2.1956], [5.3406, -3.1717, -1.2469], [-6.0481, -3.5773, -0.2286], [-6.0357, -2.1267, -1.2447], [2.0092, 4.1228, -1.7189], [3.6894, -2.9372, 1.3144], [-2.0152, -2.1983, 2.7119], [-3.1538, 5.6400, -0.1734], [4.3572, 0.7977, 0.5890], [0.3139, -3.1833, 2.6803], [-3.3157, 0.1042, -2.7094], [4.1255, 3.1967, -2.0280], [-3.6013, -3.8782, -0.6241], [0.1559, -3.4336, 0.9348], [0.1833, -1.7923, 1.6003], [-4.5108, -3.8938, -2.1559], [4.3650, 1.4839, -1.6640], [3.0927, 0.1518, 1.6657], [3.5687, -3.3179, -1.2338], [-1.2268, 1.9268, 2.0193], [4.3627, -2.0917, -2.2474], [-2.3556, 2.0734, -1.5750], [4.8158, 2.7109, -0.4811], [-1.8890, 6.0518, -1.2617], [-1.5194, -0.3367, 1.8269], [5.4491, -2.8979, 1.0544]],
  "atomic_forces_ev_per_a": [[-0.3, 0.1, 0.1], [0.4, 0.2, 0.1], [-0.2, -0.1, 0.2], [-0.2, 0.2, -0.4], [0.0, 0.0, -0.1], [0.3, -0.2, -0.2], [-0.3, 0.1, 0.1], [-0.2, -0.1, 0.2], [0.4, 0.0, -0.2], [0.1, -0.5, 0.1], [-0.5, -0.4, 0.2], [-0.1, -0.1, -0.2], [0.0, 0.1, 0.0], [0.0, 0.0, 0.1], [-0.5, 0.2, 0.1], [0.0, 0.0, -0.1], [-0.4, 0.1, -0.1], [0.0, 0.1, -0.1], [0.0, 0.0, 0.1], [0.0, -0.2, 0.1], [-0.3, 0.6, -0.3], [-0.1, -0.1, 0.1], [1.1, -0.2, -0.5], [0.0, 0.1, 0.0], [-0.3, 0.2, 0.4], [0.2, 0.2, 0.1], [-0.4, 0.5, -0.1], [0.3, -0.2, 0.3], [0.1, -0.1, -0.2], [0.2, 0.3, -0.2], [0.4, -0.7, 0.5], [-0.1, -0.1, 0.0], [0.0, 0.0, 0.0], [0.0, 0.0, -0.1], [0.0, 0.0, 0.1], [0.0, 0.0, 0.1], [0.0, 0.2, 0.0], [0.0, -0.1, -0.1], [-0.1, -0.1, 0.1], [-0.1, 0.0, 0.0], [0.1, 0.1, -0.1], [-0.1, 0.0, 0.0], [0.0, -0.1, -0.1], [0.0, 0.0, 0.0], [-0.1, 0.0, 0.0], [0.1, 0.0, 0.1], [-0.1, 0.0, -0.1], [0.0, 0.0, 0.0], [-0.1, 0.1, -0.2], [0.0, -0.1, 0.0], [0.1, 0.0, 0.0], [0.0, 0.0, 0.1], [0.1, -0.1, 0.0], [0.2, 0.1, -0.1], [0.0, 0.0, 0.0], [0.0, 0.1, -0.1], [0.0, 0.0, -0.1], [0.0, 0.1, 0.0], [0.1, 0.0, 0.0], [-0.1, 0.0, 0.0], [0.1, -0.1, 0.1], [0.0, 0.0, 0.1]],
  "nbo_charge": [-0.4812, -0.5057, -0.6630, -0.5269, -0.4379, -0.8019, -0.3435, -0.3833, -0.6398, -0.2393, -0.0613, 0.3086, 0.2340, -0.1808, 0.2891, -0.3619, -0.6560, -0.4168, -0.6493, -0.2500, 0.2744, -0.0353, -0.3432, -0.4077, 0.5715, -0.2280, -0.2036, -0.0588, -0.2304, 0.6414, 0.4331, -0.2915, 0.1935, 0.1885, 0.1987, 0.2137, 0.1897, 0.2007, 0.2132, 0.2099, 0.2296, 0.1681, 0.1721, 0.4124, 0.2147, 0.2129, 0.2218, 0.2327, 0.1901, 0.2080, 0.2418, 0.1812, 0.2313, 0.2473, 0.1660, 0.2429, 0.1979, 0.1995, 0.2301, 0.4025, 0.2317, 0.2027]
}


3.
{
  "formula": "C3H5N3O",
  "method": "the ωB97M-V functional and the def2-TZVPD basis",
  "e_lumo_ev": 0.304,
  "de_lowest_kj_mol": 318.25,
  "charge": 0,
  "spin_multiplicity": 1,
  "homo_ev": -8.9,
  "total_energy_ev": -9707.2853,
  "symbols": ["O", "N", "N", "N", "C", "C", "C", "H", "H", "H", "H", "H"],
  "coordinates": [[-0.7086, -0.4369, 1.8473], [-1.3151, 1.0401, 0.2136], [1.8045, -0.8684, 0.3261], [-0.0200, -1.0071, -1.2308], [-0.4684, 0.0363, 0.7606], [-0.9183, 1.8913, -0.7251], [0.5437, -0.5998, -0.1625], [2.0183, -0.7153, 1.3023], [0.5389, -1.7049, -1.7142], [-1.7508, 2.6210, -0.8017], [2.3072, -1.6392, -0.0970], [-2.1788, 1.1053, 0.7581]],
  "atomic_forces_ev_per_a": [[0.3, 0.6, -0.5], [0.3, 0.4, 0.1], [-0.2, 0.0, -0.1], [0.3, -0.1, 0.4], [-0.3, -0.4, 0.4], [-0.3, -0.2, 0.6], [-0.1, -0.4, -0.1], [-0.3, 0.0, -0.2], [0.2, 0.1, -0.3], [0.1, -0.1, -0.1], [-0.2, 0.3, 0.1], [0.1, 0.1, -0.1]],
  "nbo_charge": [-0.5311, -0.6218, -0.8103, -0.6509, 0.6566, -0.0190, 0.3523, 0.4046, 0.3347, 0.1034, 0.3912, 0.3902]
}